The following is a quantum chemistry calculation of a cluster of 2 separate species, C3H10N4 in total, from the Open Molecules 2025 dataset.

Geometry (Å):
C: -1.5547 0.7891 -0.4356
C: 2.9151 0.7153 0.0435
C: -1.0594 -1.2616 0.6379
N: 2.6955 0.9864 1.1608
N: 3.1482 0.5077 -1.1931
N: -2.8857 0.4477 -0.4594
N: -0.6715 -0.0254 0.0237
H: -1.3456 1.8062 -0.8730
H: -0.2123 -1.8134 1.1151
H: -1.5849 -1.8707 -0.0946
H: -1.9558 -1.1296 1.3780
H: 2.6720 1.3216 2.0994
H: 0.3795 -0.0062 0.0700
H: 2.5477 -0.0796 -1.7061
H: 4.1093 0.7797 -1.5271
H: -3.5994 1.1005 -0.8389
H: -3.0823 -0.5005 -0.3464

Atomic forces in eV per Å
C -2.33 7.90 -3.59
C -0.42 1.16 3.24
C -1.84 -0.67 1.96
N 0.71 -0.85 -3.25
N 2.13 0.98 0.33
N -0.77 1.12 -0.47
N 5.24 -5.68 3.40
H 0.18 -1.53 0.80
H -0.87 0.58 -0.54
H 0.49 -0.64 -0.48
H 2.00 0.04 -0.60
H -0.11 0.12 0.68
H -1.97 1.17 -0.81
H -0.54 -0.84 -1.11
H -1.26 -0.47 0.02
H 0.67 -0.72 0.42
H -1.29 -1.68 0.00

Computed properties:
**Energy relative to the best compared isomer or geometry (same formula, charge and spin)**: 2.456 eV
**Net charge**: +2
**E_tot**: -9210.313 eV
**Largest force on an atom**: 8.99 eV Å⁻¹
**⟨S²⟩**: 2.007
**Multiplicity**: 3

The molecule's Löwdin atomic charges, reported in e, are given here:
1. C -0.2462
2. C -0.1308
3. C -0.0351
4. N 0.3824
5. N 0.2520
6. N 0.2741
7. N 0.0143
8. H 0.1517
9. H 0.1271
10. H 0.1093
11. H 0.1550
12. H 0.1592
13. H 0.1510
14. H 0.1373
15. H 0.2120
16. H 0.1883
17. H 0.0984



The following is a quantum chemistry calculation of a cluster of 2 separate species, C3H10N4O in total, from the Open Molecules 2025 dataset.

Geometry (Å):
H: 1.6006 -0.6577 -2.0696
N: 0.6031 -0.4592 -1.9622
C: 0.1372 -1.2110 -1.0260
N: 0.8353 -2.1463 -0.3519
O: -1.1768 -1.1261 -0.6319
N: -1.8822 -0.0311 -1.3214
H: 0.2770 -2.8294 0.1451
H: 1.6624 -2.5202 -0.7951
H: -1.0921 0.4200 -1.8110
H: -2.3518 -0.5560 -2.0591
H: 1.1189 -0.3101 2.7701
N: 1.2293 0.5759 2.2653
C: 0.0968 0.9243 1.7518
C: -0.0374 2.1766 0.9491
H: -0.8044 0.3032 1.8883
H: 0.6064 2.1177 0.0681
H: -1.0765 2.2938 0.6321
H: 0.2541 3.0356 1.5583

Atomic forces in eV per Å
H -0.34 0.25 -0.13
N -0.05 -0.44 0.79
C -0.37 1.04 -1.52
N -0.20 -1.08 0.93
O 0.81 0.44 -0.33
N 0.64 -0.76 0.21
H 0.19 0.12 -0.01
H -0.22 0.19 0.08
H -0.32 0.13 0.04
H -0.12 0.14 -0.01
H 0.04 0.25 -0.13
N -1.43 0.21 -0.54
C 1.30 -0.82 0.85
C -0.30 -0.03 0.00
H 0.21 0.21 -0.10
H -0.05 0.09 0.08
H 0.17 0.11 -0.07
H 0.04 -0.04 -0.14

Computed properties:
**Energy relative to the best compared isomer or geometry (same formula, charge and spin)**: 3.113 eV
**Net charge**: 0
**E_tot**: -11279.088 eV
**Largest force on an atom**: 1.88 eV Å⁻¹
**Multiplicity**: 1

The molecule's Löwdin atomic charges, reported in e, are given here:
1. H 0.0582
2. N 0.0971
3. C -0.5960
4. N 0.1485
5. O -0.1107
6. N 0.0731
7. H 0.1073
8. H 0.1086
9. H 0.0442
10. H 0.0818
11. H 0.0326
12. N 0.0632
13. C -0.3168
14. C -0.1015
15. H 0.1017
16. H 0.0719
17. H 0.0625
18. H 0.0743



The following is a quantum chemistry calculation of an isolated molecule of C3H10N4O, from the Open Molecules 2025 dataset.

Geometry (Å):
C: -0.3361 -0.2795 2.2368
N: -2.2367 0.1232 -0.7647
N: -1.3053 -0.4324 0.1288
N: -1.0673 0.3297 1.1373
H: -2.1044 1.1314 -0.7902
H: -3.1700 -0.1319 -0.4629
H: 0.2061 0.5119 2.7531
H: -1.0786 -0.6933 2.9300
H: 0.3616 -1.0731 1.9626
C: 2.0787 0.8462 -0.8039
C: 0.2300 -0.6276 -0.6809
O: 0.0830 -1.1786 -1.9319
N: 0.6477 0.6999 -0.6614
H: -0.4646 -0.5587 -2.4395
H: 0.7381 -1.3829 -0.0683
H: 2.6694 0.1178 -0.2237
H: 2.3533 1.8497 -0.4696
H: 2.3950 0.7484 -1.8516

Atomic forces in eV per Å
C -0.04 0.13 -0.31
N 0.48 -0.06 -0.71
N 1.69 -1.67 -1.85
N -0.08 1.21 1.74
H -0.25 0.01 0.20
H 0.18 0.17 0.05
H -0.03 -0.04 0.03
H 0.12 -0.03 -0.02
H -0.01 -0.10 -0.03
C 0.13 0.19 0.11
C -2.76 -1.28 0.92
O 0.09 0.54 0.22
N 0.98 0.67 -0.17
H -0.10 -0.09 0.01
H 0.01 0.46 0.02
H -0.26 0.00 -0.09
H -0.02 -0.07 -0.13
H -0.13 -0.02 0.01

Computed properties:
**Energy relative to the best compared isomer or geometry (same formula, charge and spin)**: 6.656 eV
**Net charge**: 0
**E_tot**: -11275.545 eV
**Largest force on an atom**: 3.18 eV Å⁻¹
**Multiplicity**: 1

The molecule's Löwdin atomic charges, reported in e, are given here:
1. C -0.1303
2. N 0.0278
3. N -0.2181
4. N -0.0674
5. H 0.0719
6. H 0.0763
7. H 0.0695
8. H 0.0759
9. H 0.0568
10. C -0.1226
11. C -0.4023
12. O 0.0291
13. N 0.0542
14. H 0.0974
15. H 0.1319
16. H 0.0840
17. H 0.0753
18. H 0.0907



The following is a quantum chemistry calculation of a structure of composition C3H10N4O, from the Open Molecules 2025 dataset.

Geometry (Å):
C: -0.3193 1.9151 1.2579
C: -0.0557 0.4183 1.1871
O: -0.6989 -0.3716 1.9248
H: 1.1129 0.2914 1.0703
H: 0.1900 2.3183 2.1334
H: 0.0494 2.4151 0.3607
H: -1.3924 2.1003 1.3511
C: -0.1487 -0.4465 -0.6318
N: 1.9736 -1.2637 -0.7074
N: -1.0131 0.2527 -1.4846
N: -0.5790 -1.7576 -0.4464
N: 1.2313 -0.1927 -0.8822
H: 1.4604 -2.1109 -0.4385
H: 2.8914 -1.2382 -1.1344
H: -0.5658 1.1021 -1.8123
H: -1.8706 0.4765 -0.9864
H: -1.1786 -2.0799 -1.1945
H: -1.0870 -1.8287 0.4332

Atomic forces in eV per Å
C -0.95 -0.29 -1.18
C 3.20 -0.24 2.93
O 0.01 0.40 -1.15
H -1.93 0.08 1.15
H 0.05 -0.22 -0.04
H 0.10 0.11 0.08
H 0.03 0.10 0.06
C 2.95 0.53 -2.34
N -0.17 0.40 0.51
N -0.12 1.16 0.03
N 0.03 -0.95 1.12
N -3.41 -1.38 -1.05
H 0.36 -0.01 -0.43
H -0.25 -0.03 0.50
H -0.20 0.09 -0.11
H -0.02 0.14 -0.17
H 0.06 0.26 -0.15
H 0.26 -0.14 0.23

Computed properties:
**Energy relative to the best compared isomer or geometry (same formula, charge and spin)**: 4.522 eV
**Net charge**: 0
**E_tot**: -11277.679 eV
**Largest force on an atom**: 4.34 eV Å⁻¹
**Multiplicity**: 1

The molecule's Löwdin atomic charges, reported in e, are given here:
1. C -0.0601
2. C -0.4523
3. O -0.0673
4. H 0.1150
5. H 0.0815
6. H 0.0652
7. H 0.0750
8. C -0.5723
9. N 0.0482
10. N 0.1011
11. N 0.0846
12. N 0.0192
13. H 0.0983
14. H 0.1106
15. H 0.0840
16. H 0.0946
17. H 0.0939
18. H 0.0806



The following is a quantum chemistry calculation of a cluster of 2 separate species, C3H10N4O in total, from the Open Molecules 2025 dataset.

Geometry (Å):
C: 0.3634 2.2014 0.6229
C: -0.7053 1.1878 0.3224
N: -1.9732 1.6572 0.2568
N: -0.5040 -0.0621 0.1705
C: 0.7640 -0.6262 0.0825
N: 0.9898 -1.5366 1.0860
O: 1.6548 -0.2522 -0.6781
H: 0.0442 3.2040 0.3456
H: 0.5871 2.1876 1.6897
H: 1.2668 1.9397 0.0783
H: -2.7198 0.9948 0.1387
H: -2.1911 2.5874 0.5600
H: 1.8434 -2.0687 0.9961
H: 0.1719 -1.9327 1.5226
N: 0.1134 -2.4066 -1.5439
H: 0.9436 -1.8788 -1.8639
H: 0.0715 -3.3164 -2.0042
H: -0.7207 -1.8797 -1.7820

Atomic forces in eV per Å
C 0.01 0.05 -0.11
C 0.46 -0.06 0.09
N -0.19 0.14 -0.03
N -0.50 -0.51 -0.41
C 0.99 1.05 1.40
N 0.08 0.52 -0.27
O -0.50 -0.30 0.11
H 0.01 0.04 0.00
H -0.02 -0.02 0.04
H -0.01 0.03 0.02
H 0.00 -0.01 0.05
H 0.00 -0.01 -0.03
H -0.37 -0.11 0.06
H 0.29 -0.16 -0.13
N 0.35 -0.43 -0.78
H -0.83 -0.59 0.06
H 0.03 0.43 0.03
H 0.17 -0.06 -0.08

Computed properties:
**Energy relative to the best compared isomer or geometry (same formula, charge and spin)**: 0.198 eV
**Net charge**: 0
**E_tot**: -11282.003 eV
**Largest force on an atom**: 2.01 eV Å⁻¹
**Multiplicity**: 1

The molecule's Löwdin atomic charges, reported in e, are given here:
1. C -0.0016
2. C -0.4433
3. N 0.1362
4. N 0.1370
5. C -0.6802
6. N 0.1448
7. O -0.0034
8. H 0.0757
9. H 0.0925
10. H 0.0731
11. H 0.1022
12. H 0.0946
13. H 0.1028
14. H 0.0937
15. N 0.0156
16. H 0.0242
17. H 0.0205
18. H 0.0157



The following is a quantum chemistry calculation of an isolated molecule of C3H10N4O, from the Open Molecules 2025 dataset.

Geometry (Å):
C: 1.6802 0.8861 1.0286
C: 0.5940 1.1516 0.0189
O: 1.0924 1.1345 -1.2660
N: -0.9117 0.2226 0.0889
C: -2.1698 0.7409 -0.4271
N: -0.7330 -1.0763 -0.1914
N: 0.4164 -1.4684 0.1155
N: 0.5435 -2.8236 0.0261
H: 2.3164 1.7765 1.1174
H: 2.3381 0.0731 0.7179
H: 1.2593 0.6497 2.0075
H: 0.1087 2.1015 0.2346
H: 0.4971 0.5757 -1.7909
H: -2.9807 0.0333 -0.2238
H: -2.3970 1.6854 0.0729
H: -2.1099 0.9187 -1.5076
H: 0.2280 -3.2207 -0.8517
H: 0.2281 -3.3604 0.8301

Atomic forces in eV per Å
C 0.14 -0.48 0.27
C -2.89 -0.09 0.56
O -0.48 -0.66 -0.66
N 3.01 0.49 -0.06
C 0.47 0.53 -0.32
N 0.32 0.03 0.88
N -1.16 1.15 0.30
N 1.09 -2.34 -0.77
H -0.36 0.07 -0.06
H -0.33 0.03 0.00
H 0.04 0.07 -0.07
H 0.03 0.24 -0.04
H 0.45 0.32 -0.04
H 0.34 0.07 0.01
H 0.04 -0.11 -0.06
H -0.25 0.07 0.01
H -0.34 0.08 0.20
H -0.11 0.51 -0.15

Computed properties:
**Energy relative to the best compared isomer or geometry (same formula, charge and spin)**: 5.057 eV
**Net charge**: 0
**E_tot**: -11277.144 eV
**Largest force on an atom**: 3.05 eV Å⁻¹
**Multiplicity**: 1

The molecule's Löwdin atomic charges, reported in e, are given here:
1. C -0.0703
2. C -0.3195
3. O -0.0145
4. N -0.1442
5. C -0.0982
6. N -0.0096
7. N -0.1162
8. N -0.0351
9. H 0.0832
10. H 0.0709
11. H 0.0809
12. H 0.1172
13. H 0.1001
14. H 0.0800
15. H 0.0774
16. H 0.0727
17. H 0.0580
18. H 0.0671



The following is a quantum chemistry calculation of an isolated molecule of C3H10N4O, from the Open Molecules 2025 dataset.

Geometry (Å):
C: -1.8405 1.2487 0.1041
C: -1.0722 -0.0178 -0.3134
C: -0.1463 -0.5593 0.8814
N: -1.6086 -0.9456 -1.0962
O: -0.1641 -1.8082 1.0815
H: -1.4929 -1.8508 -0.6076
H: -0.0916 0.1480 1.7265
H: -1.1448 1.9966 0.4803
H: -2.3997 1.6413 -0.7427
H: -2.5325 0.9704 0.8999
N: 1.1301 -0.0634 -0.0733
N: 1.7219 -1.1682 -0.6283
N: 1.8906 1.0145 0.3607
H: -0.1566 0.4776 -0.9962
H: 1.2275 -1.9842 -0.2346
H: 1.7230 -1.1649 -1.6443
H: 2.5184 1.3262 -0.3739
H: 2.4382 0.7390 1.1761

Atomic forces in eV per Å
C 0.08 -0.18 -0.51
C 0.74 0.63 1.44
C -0.73 0.17 -0.75
N -0.72 -0.33 -0.41
O 0.19 0.00 -0.10
H 0.34 0.03 -0.07
H 0.08 -0.01 0.00
H -0.03 0.01 -0.01
H -0.03 0.09 0.05
H 0.02 -0.02 -0.03
N 0.49 -0.36 0.20
N 0.04 0.24 -0.06
N -0.01 0.12 -0.23
H -0.22 -0.40 0.39
H -0.16 0.10 0.02
H 0.05 0.05 0.10
H 0.00 -0.09 0.05
H -0.13 -0.05 -0.07

Computed properties:
**Energy relative to the best compared isomer or geometry (same formula, charge and spin)**: 7.459 eV
**Net charge**: 0
**E_tot**: -11274.742 eV
**Largest force on an atom**: 1.73 eV Å⁻¹
**Multiplicity**: 1

The molecule's Löwdin atomic charges, reported in e, are given here:
1. C -0.0334
2. C -0.4894
3. C -0.4470
4. N 0.1704
5. O -0.1389
6. H 0.0625
7. H 0.1276
8. H 0.0733
9. H 0.0767
10. H 0.0870
11. N -0.2558
12. N 0.1040
13. N 0.0742
14. H 0.2050
15. H 0.0873
16. H 0.1045
17. H 0.0890
18. H 0.1028



The following is a quantum chemistry calculation of a cluster of 2 separate species, C3H10N4O in total, from the Open Molecules 2025 dataset.

Geometry (Å):
C: -0.0363 -1.7629 1.3059
C: 1.4777 2.3297 -1.4921
C: 1.2706 1.2002 -0.4861
N: -1.0623 -2.3547 1.6850
N: 0.1834 0.3115 -0.5181
N: -2.1510 -2.0426 2.5335
N: -0.6460 0.5184 -1.4509
O: 0.9527 -1.3947 0.9012
H: 0.8343 3.1783 -1.2713
H: 2.5146 2.7784 -1.4168
H: 1.4826 1.8910 -2.4561
H: 2.2470 0.4930 -0.6455
H: 1.5525 1.4484 0.4600
H: -1.1998 -3.2582 1.1266
H: -2.9968 -2.0460 1.9831
H: -2.2542 -2.5309 3.4462
H: -0.6336 1.2463 -2.1724
H: -1.5355 -0.0053 -1.5324

Atomic forces in eV per Å
C 1.63 0.64 0.33
C 0.97 0.43 1.38
C 3.58 -1.34 -3.34
N -2.81 -3.56 -0.19
N -2.40 1.96 -2.58
N 0.15 1.28 0.49
N -0.28 -0.44 0.73
O 0.16 -0.72 0.93
H -0.46 -0.06 -0.61
H -1.02 -0.83 0.35
H -0.54 0.16 -1.38
H -2.12 0.75 0.18
H 0.01 0.64 3.29
H 0.52 1.05 0.77
H -0.08 -0.06 -0.01
H 0.91 -0.02 -1.13
H 0.91 0.45 0.23
H 0.85 -0.32 0.54

Computed properties:
**Energy relative to the best compared isomer or geometry (same formula, charge and spin)**: 3.874 eV
**Net charge**: +2
**E_tot**: -11258.646 eV
**Largest force on an atom**: 5.08 eV Å⁻¹
**Multiplicity**: 1

The molecule's Löwdin atomic charges, reported in e, are given here:
1. C -0.0925
2. C -0.0482
3. C -0.2214
4. N 0.0751
5. N 0.0822
6. N 0.1103
7. N 0.2364
8. O 0.3302
9. H 0.1005
10. H 0.1331
11. H 0.0731
12. H 0.2293
13. H 0.1082
14. H 0.2525
15. H 0.1177
16. H 0.1573
17. H 0.1700
18. H 0.1860